Computed, not measured: a molecular structure, C16H20AuN6O3, with ωB97M-V with the def2-TZVPD basis set.

Calculated values
HOMO (spin up / spin down) ... -11.38 / -11.33 eV
Frontier orbital gap (spin up / spin down) ... 8.936 / 5.964 eV
Net charge ... +1
Relative energy (zero: lowest compared OMol25 entry of this formula, charge and spin) ... 0.0 kJ/mol
Lowest unoccupied orbital energy (spin up / spin down) ... -2.4 / -5.4 eV
<S²> ... 2.0098
Multiplicity ... 3

Each line ends with the Mulliken charge.
Cartesian coordinates (Å):
C -3.35080 -0.12207 -1.15390  -0.62
H -0.82278 -3.13235 0.89692  0.12
H -0.92325 -0.36014 5.14713  0.44
O -0.52900 -2.35485 -1.53904  -0.47
O 1.91463 -0.10281 -1.47711  -0.54
C 1.52226 -3.12824 -0.50117  -1.65
H 2.14528 -2.70649 -1.29001  0.39
H -4.52278 -0.11614 1.76781  0.18
C -0.92380 -0.43722 4.07448  -0.44
H -3.29807 -0.08273 -2.22734  0.44
N -2.22217 -0.23747 -0.37567  -0.03
H -0.39072 -4.82081 0.53465  0.44
H 1.08599 -0.98142 3.37081  0.44
C 0.05523 -0.74041 3.17565  -0.57
H 0.57060 -5.46720 -1.70748  0.39
O 0.31952 1.75207 -0.71254  -0.83
N -3.95409 -0.12989 0.93858  -0.14
H 0.08313 4.06782 -0.51666  0.40
Au -0.12613 -0.30595 -0.96654  1.13
H 4.87686 5.17394 -0.97600  0.38
C 3.82640 4.93782 -0.87492  -0.49
C 2.90550 5.94614 -0.61805  -0.51
N 2.39027 1.09186 -1.39143  -0.20
H 0.84007 6.41908 -0.28885  0.37
H 4.12164 2.83373 -1.19996  0.45
C 1.56091 5.63764 -0.48727  -0.47
H -1.81108 -4.08934 -0.24576  0.40
C -1.71228 -0.37823 2.02441  0.06
H 3.23869 6.97039 -0.52020  0.39
C 2.06134 3.34077 -0.86987  0.46
H -5.48653 0.04600 -0.56261  0.43
C 3.41276 3.62351 -1.00164  -0.31
C -4.43810 -0.05353 -0.34756  -0.36
N 1.59167 1.97622 -1.00241  0.84
N -0.44649 -0.70188 1.90138  -0.06
H 1.45595 -2.40854 0.31646  0.27
H -2.94092 0.06979 3.70530  0.18
N -2.05052 -0.20636 3.32865  -0.12
C 1.12618 4.32579 -0.61230  -0.49
C -0.80532 -3.89962 0.12464  -1.30
C -2.61119 -0.23890 0.88641  0.54
C 0.14182 -3.46899 -1.03627  1.84
C 0.16316 -4.54479 -2.12028  -1.65
H -0.84208 -4.73550 -2.49309  0.42
H 0.79508 -4.22844 -2.94961  0.41
H 2.00315 -4.03228 -0.12774  0.46

=====

Computed, not measured: a molecular structure, C20H20Br2Cl2GaO5S, with ωB97M-V with the def2-TZVPD basis set.

Calculated values
HOMO ... -4.81 eV
Frontier orbital gap ... 4.918 eV
Net charge ... -1
Lowest unoccupied orbital energy ... 0.1 eV
Multiplicity ... 1

Each line ends with the Mulliken charge.
Cartesian coordinates (Å):
H -0.58234 1.58561 -3.31062  0.38
H 5.91510 -2.27831 3.88996  0.40
Cl 2.38367 2.99245 -0.41990  -0.41
H -4.83562 -2.43446 -2.21088  0.43
Br -0.51471 1.67478 1.22033  -0.11
H -6.04616 -4.31696 -1.10037  0.40
C -1.50460 3.74451 -1.75897  0.33
C -4.41317 -1.36105 -0.34961  0.45
C 4.36471 1.03708 -2.20729  0.17
H 3.60982 -2.30912 4.85108  0.41
H 3.07047 -0.53955 -2.39257  0.31
H -2.48638 3.76914 -2.22709  0.36
O -6.39059 -4.44212 1.46255  -0.57
C -5.80058 -3.52796 0.92617  0.37
H -5.36771 -2.46272 2.78822  0.41
C 3.10297 0.51117 -2.67184  -0.48
H -1.41281 5.81144 -1.15052  0.37
H -2.12870 4.72580 0.06803  0.30
C 0.47937 -0.00862 -0.78113  0.73
C 0.30385 2.21342 -3.22487  -0.71
Cl 4.95936 2.44509 -3.17962  -0.26
Ga 1.49499 1.46144 -1.77827  -0.14
C 4.19684 -0.60674 1.33349  -0.46
S -0.23007 3.93704 -3.03546  -0.19
C -0.95564 -1.10719 1.04117  -1.21
H -1.36396 2.76200 -1.31513  -0.39
Br 0.64192 -1.74218 -1.62330  -0.28
H 2.97690 0.62769 -3.74339  0.53
O 6.46365 -1.22070 1.60602  -0.57
C 5.06408 -1.84223 3.38156  -0.47
C -1.35948 4.82229 -0.69715  -1.14
C -4.98094 -2.48506 -1.13935  -0.48
H 2.11978 -0.18899 1.33639  0.44
H -4.15908 -0.57795 1.67907  0.44
C -5.22973 -2.40873 1.71591  -0.37
C 2.96763 -0.62598 1.84959  0.02
O -3.82787 -0.44873 -0.88394  -0.51
C 2.69392 -1.25286 3.16374  0.25
H -1.88405 -0.74544 1.47706  0.06
C 5.33928 -1.21752 2.05901  0.11
H -0.37581 4.73339 -0.23955  0.24
H -1.18585 -1.91822 0.35777  0.55
C -4.58641 -1.40507 1.12617  -0.26
H 0.83192 2.16795 -4.17543  0.43
O 1.57757 -1.28712 3.64174  -0.56
H 4.42233 -0.14772 0.37537  0.96
C -0.26186 0.00920 0.32506  0.01
H -0.33820 -1.46542 1.86628  0.17
C 3.83831 -1.85841 3.89314  -0.45
O 5.02806 0.68893 -1.27104  -0.64
C -5.62419 -3.48728 -0.54759  -0.34

=====

Computed, not measured: a gas-phase ion, C4H8NOS (charge +1) at a distorted geometry, with ωB97M-V with the def2-TZVPD basis set.

Calculated values
HOMO (spin up / spin down) ... -11.17 / -14.09 eV
Frontier orbital gap (spin up / spin down) ... 7.591 / 6.265 eV
Net charge ... +1
Relative energy (zero: lowest compared OMol25 entry of this formula, charge and spin) ... 197.9 kJ/mol
Lowest unoccupied orbital energy (spin up / spin down) ... -3.6 / -7.8 eV
<S²> ... 2.0081
Multiplicity ... 3

Each line ends with the Mulliken charge.
Cartesian coordinates (Å):
N 0.94057 0.79318 0.58965  -0.16
H 1.75946 0.35711 0.88121  0.34
O 0.47818 1.87277 -1.79820  -0.31
S 1.74421 -1.26306 -0.90000  -0.12
H 1.09688 1.71514 0.11122  0.33
C 0.10246 0.71473 -1.70533  -0.35
H -0.49142 0.28217 -2.45302  0.60
H -2.69745 -1.05037 1.09719  0.29
H -2.21990 0.58859 0.93639  0.23
H -0.73922 -2.18106 0.07712  0.36
C -0.76829 -1.07076 0.19865  -0.06
H 1.31458 -1.45676 -2.06326  0.20
H 0.25687 0.90981 1.28204  0.33
C 0.38602 -0.14083 -0.40389  0.15
C -1.85256 -0.48905 0.75517  -0.85

=====

Computed, not measured: 2 unconnected molecules or ions with the total composition C18H21Cl2N2O7PS, with ωB97M-V with the def2-TZVPD basis set.

Calculated values
HOMO ... -8.93 eV
Frontier orbital gap ... 7.135 eV
Lowest unoccupied orbital energy ... -1.8 eV
Multiplicity ... 1

Each line ends with the Mulliken charge.
Cartesian coordinates (Å):
O 3.78053 -0.89525 0.80248  -0.53
O -0.44507 -5.95669 -1.15076  -0.50
H -2.60672 -2.87868 -0.90295  0.02
C 0.71878 0.24318 -0.56713  -0.16
H -5.12817 -0.86151 -0.22901  0.35
O -4.75925 0.28892 -2.95083  -0.49
C -0.15116 -2.39022 -0.24779  0.54
Cl -1.75290 1.17040 -1.13105  -0.21
C 3.05395 -0.35304 0.02510  -0.06
O -0.22181 -4.10634 -2.38426  -0.49
C 3.51420 0.82852 -0.75873  0.10
H 1.27518 -3.18084 2.17674  0.30
H 0.47750 6.66585 3.25626  0.33
H -0.28656 3.32649 1.46603  -0.05
O 3.60560 2.83434 -3.45520  -0.63
C -0.38782 4.30898 1.90761  -0.60
C 1.23755 1.63519 -0.69969  0.27
Cl 5.18519 0.91511 -1.11057  -0.15
C -0.56637 -3.82995 -0.04182  -1.90
C 1.63609 -0.75380 -0.21253  0.93
H 2.10343 4.10953 -2.11833  0.07
H 0.29354 -6.32956 -1.65087  0.39
H 3.20129 -2.90783 0.03891  0.59
C -2.53984 -1.80498 -0.84561  -0.58
O 0.61337 2.63869 -0.45689  -0.59
C -3.21357 -1.27429 -2.12393  -1.21
C -1.09003 -1.41418 -0.62607  -0.76
P 3.18301 3.21202 -2.09140  0.38
C 2.65038 1.77096 -1.12729  -0.02
H -0.00199 -4.30032 0.74959  0.41
H -1.06977 6.09653 3.95759  0.29
C 0.01342 5.97551 3.96074  -0.93
H 2.22357 -4.45463 1.92497  0.32
H -1.60026 -3.90337 0.27107  0.77
S 0.43024 4.28721 3.50431  0.52
C -0.38752 -4.60892 -1.31956  0.67
H 1.92273 -4.05320 -0.23306  0.25
N 2.16169 -3.45605 1.77263  -0.56
H -2.48000 -0.83593 -2.78648  0.47
H -1.44449 4.54402 2.04194  0.39
C -0.62214 -0.10062 -0.75549  1.81
H 0.40127 6.15828 4.96052  0.34
C 1.20692 -2.07495 -0.04975  0.16
H 0.08847 5.04763 1.26311  0.34
N -4.94419 0.02481 -0.69662  -0.66
H -3.08014 -1.53500 0.05916  0.63
H -4.21009 0.44348 -0.12561  0.36
H -3.65781 -2.09596 -2.68097  0.47
C -4.34196 -0.26335 -1.98249  0.42
C 2.19131 -3.15477 0.32612  -1.24
H 4.17986 3.85918 -1.33822  0.10
O -0.35949 3.38940 4.38608  -0.63

=====

| no. | energy (eV) |
| --- | --- |
| 1 | -35680.7721 |
| 2 | -259644.9386 |
| 3 | -18637.4972 |
| 4 | -81486.8316 |